Entry 1:
Entry from the Open Molecules 2025 dataset: C61H40I4N5SW as an isolated structure (ωB97M-V/def2-TZVPD).

Values from the calculation:
DFT total energy: -4277.51573 Ha
M: 1566.55 g/mol
Orbital gap: 3.46 eV
LUMO: -10.79 eV
Total charge: +3
F_max: 0.91 eV/A

CARTESIAN COORDINATES (ANGSTROEM)
W  0.249  0.557  0.071
I  -3.670  6.450  -6.719
C  -2.692  5.275  -5.320
C  -3.348  4.193  -4.744
C  -2.694  3.407  -3.807
C  -1.384  3.707  -3.439
C  -0.727  4.786  -4.021
C  -1.380  5.568  -4.962
C  -0.719  2.862  -2.415
C  -0.451  3.385  -1.150
C  -0.590  4.744  -0.779
C  -0.588  4.799  0.578
C  -0.444  3.474  1.055
C  -0.667  3.048  2.367
C  -1.339  3.941  3.341
C  -0.750  5.126  3.774
C  -1.416  5.942  4.675
C  -2.675  5.578  5.145
I  -3.675  6.805  6.480
C  -3.260  4.389  4.723
C  -2.592  3.570  3.826
C  -0.206  1.815  2.793
N  0.611  1.013  1.972
C  1.429  0.296  2.847
C  2.643  -0.253  2.440
C  3.560  -0.800  3.480
C  3.480  -2.136  3.857
C  4.333  -2.634  4.830
C  5.269  -1.796  5.426
I  6.544  -2.540  6.880
C  5.351  -0.459  5.049
C  4.494  0.039  4.080
C  3.026  -0.270  1.118
C  4.267  -0.792  0.638
C  4.163  -0.957  -0.698
C  2.861  -0.522  -1.099
N  2.183  0.016  0.019
C  2.316  -0.714  -2.349
C  1.110  -0.122  -2.721
C  0.549  -0.063  -4.013
C  -0.337  0.982  -4.032
C  -0.344  1.572  -2.747
N  0.454  0.790  -1.892
C  3.071  -1.500  -3.363
C  3.097  -2.888  -3.278
C  3.795  -3.628  -4.220
C  4.477  -2.979  -5.244
I  5.525  -4.082  -6.648
C  4.457  -1.590  -5.327
C  3.750  -0.852  -4.390
C  0.967  0.471  4.167
C  -0.045  1.394  4.135
N  -0.229  2.606  -0.011
H  -4.367  3.963  -5.025
H  -3.210  2.569  -3.351
H  0.298  5.014  -3.754
H  -0.865  6.402  -5.420
H  -0.731  5.558  -1.471
H  -0.729  5.667  1.200
H  0.236  5.409  3.425
H  -0.952  6.858  5.016
H  -4.235  4.103  5.094
H  -3.054  2.648  3.492
H  2.752  -2.793  3.394
H  4.271  -3.674  5.121
H  6.082  0.191  5.510
H  4.562  1.081  3.789
H  5.101  -1.038  1.275
H  4.895  -1.365  -1.376
H  0.860  -0.679  -4.842
H  -0.879  1.370  -4.880
H  2.568  -3.396  -2.480
H  3.811  -4.707  -4.156
H  4.993  -1.085  -6.119
H  3.740  0.230  -4.457
H  1.417  0.019  5.036
H  -0.568  1.826  4.974
C  -5.867  4.910  0.886
C  -4.994  4.471  -0.301
C  -5.760  4.679  -1.618
C  -3.754  5.348  -0.328
C  -4.662  2.985  -0.153
C  -5.763  2.111  -0.106
C  -5.605  0.759  0.005
C  -4.307  0.268  0.069
S  -3.918  -1.399  0.179
C  -2.291  -1.013  0.157
N  -1.959  0.290  0.103
C  -3.166  1.080  0.036
C  -3.369  2.469  -0.078
C  -1.277  -2.032  0.204
C  -1.589  -3.384  0.218
C  -0.566  -4.310  0.304
C  0.756  -3.878  0.384
C  1.059  -2.530  0.357
C  0.044  -1.548  0.245
H  -6.094  5.973  0.797
H  -5.346  4.754  1.833
H  -6.816  4.377  0.925
H  -5.990  5.738  -1.742
H  -6.704  4.135  -1.641
H  -5.161  4.362  -2.474
H  -4.050  6.392  -0.436
H  -3.108  5.098  -1.173
H  -3.187  5.259  0.601
H  -6.764  2.513  -0.165
H  -6.455  0.091  0.033
H  -2.541  3.152  -0.130
H  -2.616  -3.724  0.170
H  -0.794  -5.367  0.319
H  1.554  -4.604  0.468
H  2.099  -2.268  0.436

These are the Löwdin partial charges, in e, on atoms 1 to 5: number 1, W, carries 2.00; number 2, I, carries 0.98; number 3, C, carries -0.73; number 4, C, carries -0.14; number 5, C, carries -0.04

Entry 2:
Entry from the Open Molecules 2025 dataset: a 2-piece molecular cluster, H4O2 overall (ωB97M-V/def2-TZVPD).

Values from the calculation:
DFT total energy: -152.86906 Ha
M: 36.03 g/mol
Orbital gap: 12.05 eV
SMILES: O.O
LUMO: 0.65 eV
F_max: 1.40 eV/A

CARTESIAN COORDINATES (ANGSTROEM)
O  1.886  -0.119  0.003
H  1.196  -0.774  -0.197
H  1.505  0.705  -0.320
O  -1.392  -0.111  -0.147
H  -1.026  0.687  0.263
H  -2.169  -0.389  0.399

These are the natural (NBO) partial charges, in e, on atoms 1 to 5: number 1, O, carries -0.94; number 2, H, carries 0.48; number 3, H, carries 0.46; number 4, O, carries -0.95; number 5, H, carries 0.47

> The lowest F_max belongs to which entry?

C61H40I4N5SW

> The lowest orbital gap belongs to which entry?

C61H40I4N5SW

> Look up the DFT total energy of the second one.

-152.86906 Ha